Formula: C21H57N9O5P2
Source: OMol25
Level of theory: the ωB97M-V functional and the def2-TZVPD basis

XYZ file:
```
94
C21H57N9O5P2, DFT the ωB97M-V functional and the def2-TZVPD basis
C 2.56923 3.16365 1.80967
O 1.38635 3.30659 1.50952
N 3.47957 2.38845 1.26037
C 4.85719 2.31815 1.68640
C 3.20842 1.57750 0.09004
H 2.99319 3.63020 2.71232
H 5.57465 2.44178 0.87519
H 5.04048 1.29799 2.02372
H 5.21230 2.86637 2.55902
H 2.79900 0.58865 0.29657
H 2.32512 1.96600 -0.41688
H 4.09352 1.39509 -0.51941
C -5.39718 2.87046 -1.73467
O -4.33865 2.26088 -1.94631
N -6.20405 3.41364 -2.65105
C -7.51052 3.88682 -2.29267
C -5.97816 3.16534 -4.06026
H -5.60351 3.20188 -0.70522
H -7.68401 4.60344 -1.48989
H -8.10350 3.06517 -1.89097
H -8.04656 4.37531 -3.10639
H -6.02109 4.20007 -4.40024
H -4.96837 2.81458 -4.27330
H -6.83317 2.57553 -4.39073
C -0.03404 0.18244 1.45399
O 0.38739 -0.97221 1.33338
N -1.14464 0.61612 0.76893
C -1.67431 1.90439 0.90203
C -1.74966 -0.14590 -0.20370
H 0.50444 0.82245 2.16996
H -0.86280 2.61545 1.05687
H -2.38676 1.76466 1.71506
H -2.26022 2.39916 0.12743
H -1.35572 -1.16092 -0.15239
H -2.81992 -0.28951 -0.05529
H -1.55824 0.16984 -1.22924
O 1.33288 -2.95591 6.83457
P 2.18119 -2.55001 5.68958
N 3.80627 -2.91816 5.92104
C 4.55595 -2.11049 6.89414
C 4.42130 -4.26278 5.60435
N 2.07160 -0.85700 5.47612
C 2.92218 -0.14529 4.45302
C 0.79768 -0.22860 5.91491
N 1.78590 -3.22610 4.17349
C 2.69080 -3.04441 2.98115
C 0.70709 -4.16732 3.96371
H 4.51438 -2.65611 7.83684
H 4.06347 -1.15032 7.04795
H 5.57498 -2.04058 6.51365
H 4.22590 -4.58168 4.58053
H 3.95800 -5.03603 6.21715
H 5.48712 -4.37287 5.80432
H 2.84268 0.92713 4.63110
H 3.97513 -0.42328 4.40721
H 2.50082 -0.23731 3.45198
H 0.48657 0.61974 5.30529
H -0.03532 -0.93118 5.93905
H 0.93817 0.27720 6.87016
H 2.36964 -2.16431 2.42404
H 3.72753 -2.87870 3.27412
H 2.78070 -3.94984 2.38098
H 0.47417 -4.41113 2.92717
H -0.22221 -3.88307 4.45736
H 1.08342 -5.11884 4.33934
O -0.13918 0.51351 -6.74395
P -0.74543 0.06744 -5.46951
N -0.12103 0.93436 -4.10578
C 0.99151 0.49666 -3.18268
C -0.11533 2.39885 -4.26930
N -0.43144 -1.51810 -4.94956
C -1.14951 -2.21315 -3.86561
C 0.66705 -2.24795 -5.61350
N -2.45976 0.07373 -5.35643
C -3.09768 0.48159 -4.10451
C -3.39073 -0.50400 -6.36634
H 1.88882 0.25756 -3.75345
H 0.74364 -0.24075 -2.41921
H 1.29470 1.35577 -2.58424
H -0.46793 2.69983 -5.25579
H 0.88911 2.82008 -4.22717
H -0.34906 2.91353 -3.33733
H -2.20294 -1.94769 -3.77667
H -1.17502 -3.25846 -4.17348
H -0.67986 -2.01683 -2.90177
H 0.99496 -1.72537 -6.51211
H 1.46061 -2.41737 -4.88573
H 0.38489 -3.24195 -5.96055
H -2.45073 0.38094 -3.23305
H -3.39392 1.52979 -4.14453
H -3.90996 -0.22848 -3.94930
H -4.42022 -0.55720 -6.01219
H -3.25784 -1.55099 -6.63888
H -3.27144 -0.05760 -7.35355
```

- Spin multiplicity: 2
- Orbital gap (alpha / beta): 1.198 / 7.805 eV
- Highest occupied orbital energy (alpha / beta): 0.028 / -0.216 Eh
- Total charge: -1
- ⟨S²⟩: 0.75

=====

Formula: C21H57O22P5
Source: OMol25
Level of theory: the ωB97M-V functional and the def2-TZVPD basis

XYZ file:
```
105
C21H57O22P5, DFT the ωB97M-V functional and the def2-TZVPD basis
C 33.96790 -46.70903 4.70190
C 34.82767 -46.04530 3.67939
O 35.97223 -46.09306 3.75210
C 34.16081 -45.05100 2.66627
H 34.51821 -47.65269 4.71741
H 32.80160 -46.71524 4.45151
H 33.84299 -46.27513 5.76675
H 33.69534 -44.23226 3.17826
H 33.26136 -45.56812 2.15980
H 34.80627 -44.95659 1.82709
C 28.88332 -47.25365 2.45558
C 29.58801 -45.89162 1.99766
O 30.50780 -45.34616 2.57365
C 29.11023 -45.21537 0.64130
H 29.49682 -48.02858 3.06708
H 28.46507 -47.75239 1.47836
H 28.14755 -46.98754 3.01674
H 28.02878 -45.18714 0.58514
H 29.54999 -45.74238 -0.15107
H 29.24625 -44.12993 0.38897
C 26.05782 -48.59662 6.41805
O 25.72041 -49.82067 5.76011
P 24.43413 -49.92201 4.80561
O 23.79061 -48.58732 4.84736
O 25.01265 -50.00092 3.29710
C 25.15650 -48.75764 2.46810
O 23.19935 -51.02508 5.06905
C 22.46483 -51.55192 3.99905
H 25.93456 -47.85086 5.57865
H 27.11152 -48.64828 6.78637
H 25.42664 -48.29055 7.14613
H 25.41413 -48.06136 3.11461
H 24.18715 -48.52492 2.17080
H 25.70609 -49.07182 1.47000
H 23.06056 -52.43940 3.90435
H 22.27091 -50.74917 3.17623
H 21.50573 -52.03060 4.49345
C 23.79693 -40.12132 -0.37819
O 24.99790 -40.78505 0.08733
P 26.42399 -40.09220 0.07767
O 26.49897 -38.67030 -0.33272
O 26.65770 -40.07628 1.68460
C 25.94914 -39.14341 2.44879
O 27.72978 -40.95112 -0.43288
C 28.88622 -40.85283 0.39838
H 23.62447 -39.79330 -1.41477
H 23.84406 -39.28282 0.12327
H 22.80282 -40.59269 0.07027
H 26.46075 -38.22539 2.24343
H 25.87427 -39.43498 3.62694
H 24.91190 -38.87725 2.51190
H 29.80673 -41.41304 -0.18444
H 28.39130 -41.37853 1.30992
H 29.09827 -39.81114 0.56951
C 32.21050 -49.26484 1.84413
O 31.96533 -50.69723 2.26370
P 31.16216 -51.09184 3.56169
O 31.54855 -50.32869 4.84590
O 29.69075 -50.45882 3.16432
C 28.61187 -50.37375 4.00747
O 30.77012 -52.61338 3.77070
C 31.57896 -53.68841 3.20318
H 32.62584 -49.27932 0.86158
H 33.01405 -48.76555 2.50302
H 31.26593 -48.82896 2.06530
H 28.92122 -51.02273 4.83257
H 27.70770 -50.65333 3.79680
H 28.67563 -49.55546 4.73544
H 31.87601 -53.39684 2.34722
H 31.08018 -54.75405 3.20901
H 32.55759 -53.72738 3.69658
C 26.60057 -45.08408 4.80419
O 27.85778 -44.57747 4.74128
P 28.28262 -43.16532 5.31048
O 27.86574 -43.16035 6.71681
O 29.81192 -42.82162 5.11807
C 30.79401 -43.72757 5.58178
O 27.44482 -41.99317 4.55075
C 28.06250 -41.06083 3.74871
H 26.43047 -45.31502 5.83076
H 26.70008 -45.87983 4.19029
H 25.86267 -44.48493 4.64077
H 31.93041 -43.58327 5.25188
H 30.43124 -44.66926 5.11860
H 30.64966 -43.96482 6.51817
H 27.46040 -40.51053 2.90260
H 28.76478 -41.40367 3.20584
H 28.54851 -40.43627 4.45014
C 27.29335 -45.79386 8.77364
O 28.23249 -46.79505 8.41142
P 29.87565 -46.50800 8.54938
O 30.58943 -47.58731 9.18348
O 30.42754 -46.43413 7.00648
C 30.55206 -47.62767 6.14204
O 30.29681 -45.07319 9.12096
C 31.60970 -44.80088 9.23793
H 26.31308 -45.90589 8.14108
H 27.57228 -44.89117 8.75110
H 27.20185 -45.95650 9.81604
H 29.69556 -48.28957 6.51620
H 31.29954 -48.29124 6.57965
H 30.67686 -47.29311 5.23373
H 31.95818 -43.74860 9.63637
H 31.98881 -44.66082 8.27118
H 32.07447 -45.54467 9.80612
```

- Structure (SMILES): COP(=O)(OC)OC.COP(=O)(OC)OC.COP(=O)(OC)OC.COP(=O)(OC)OC.COP(=O)(OC)OC.CC(C)=O.CC(C)=O
- Relative energy (zero: lowest compared OMol25 entry of this formula, charge and spin): 4.609 eV
- Orbital gap: 9.641 eV
- Highest occupied orbital energy: -0.346 Eh

=====

Formula: C21H58O8
Source: OMol25
Level of theory: the ωB97M-V functional and the def2-TZVPD basis

XYZ file:
```
87
C21H58O8, DFT the ωB97M-V functional and the def2-TZVPD basis
C -2.38289 -1.98934 -1.82151
C -3.94172 -1.75487 -1.98202
C -4.89559 -2.63879 -1.11744
O -4.21169 -0.40668 -1.65546
H -1.86750 -1.23219 -2.41244
H -2.08138 -3.00935 -2.05983
H -1.99005 -1.83047 -0.81725
H -4.12655 -1.91764 -3.04383
H -4.53095 -2.76144 -0.09759
H -5.02314 -3.60261 -1.61029
H -5.90177 -2.22567 -1.04662
H -4.43420 -0.01212 -2.50187
C 2.13196 0.47405 2.59337
C 2.04774 -0.04353 4.00270
C 0.92098 -0.97615 4.35235
O 3.25146 -0.76785 4.18237
H 2.07148 -0.36373 1.89869
H 3.11266 0.92570 2.44382
H 1.27392 1.13132 2.45243
H 2.16222 0.82385 4.65282
H 0.79369 -1.85574 3.72131
H -0.02521 -0.43849 4.29101
H 1.11799 -1.29181 5.37687
H 3.52599 -1.15856 3.34956
C -3.87438 3.94024 -1.04486
C -2.45129 4.17726 -1.65209
C -1.99169 5.63367 -1.65066
O -1.60506 3.43664 -0.77007
H -4.35520 3.05646 -1.46417
H -4.58461 4.72724 -1.29846
H -3.88044 4.04239 0.04033
H -2.46957 3.72150 -2.64206
H -1.90813 5.90413 -0.59806
H -2.48077 6.30109 -2.36020
H -0.95538 5.68946 -1.98390
H -1.92808 2.54526 -0.61940
C 0.24493 1.96301 -3.17891
C 1.59857 1.63068 -2.58865
C 2.72889 2.42975 -3.29155
O 1.59113 1.88612 -1.17764
H 0.11620 1.80161 -4.24918
H -0.05457 2.99634 -3.00395
H -0.60724 1.52971 -2.65531
H 1.84660 0.59634 -2.82681
H 3.76116 2.14741 -3.08465
H 2.62347 3.45990 -2.95132
H 2.51882 2.47739 -4.36005
H 1.23279 2.76556 -1.03703
C 4.12941 -0.80841 0.02769
C 5.34711 -1.62272 0.55000
C 6.63502 -0.97762 0.06344
O 5.28909 -1.69227 1.94192
H 3.14850 -1.28313 0.05104
H 4.27215 -0.68698 -1.04609
H 4.11900 0.21157 0.41191
H 5.30459 -2.60827 0.08632
H 6.71790 0.06969 0.35388
H 6.56535 -0.99142 -1.02424
H 7.56720 -1.50582 0.26381
H 4.66290 -2.38746 2.15686
C -3.81494 -0.01173 1.71363
C -2.84432 1.12031 1.23442
C -1.57519 1.20787 2.09419
O -2.35155 0.88094 -0.06917
H -3.51033 -1.05445 1.62393
H -4.71661 0.10171 1.11178
H -4.10650 0.14066 2.75279
H -3.37908 2.06952 1.20114
H -0.89362 1.95436 1.68637
H -1.14510 0.20711 2.13442
H -1.95818 1.54867 3.05609
H -3.08846 0.44398 -0.50233
C 0.85202 -3.77579 -0.72730
C 0.20343 -3.63110 0.61324
C 0.45053 -4.73560 1.58999
O 0.89320 -2.61294 1.19977
H 0.47006 -2.99627 -1.38651
H 0.64288 -4.73153 -1.20783
H 1.93299 -3.63867 -0.69897
H -0.85683 -3.39222 0.69618
H -0.21171 -5.57778 1.38930
H 0.34089 -4.41989 2.62749
H 1.47986 -5.06695 1.45301
H 0.82946 -1.81838 0.66476
O 0.27329 -0.32927 -0.28045
H 0.79257 0.44724 -0.48925
H -0.58056 0.01599 -0.01975
```

- Structure (SMILES): CC(C)O.CC(C)O.CC(C)O.CC(C)O.CC(C)O.CC(C)O.CC(C)O.O
- Relative energy (zero: lowest compared OMol25 entry of this formula, charge and spin): 1.736 eV
- Orbital gap: 9.577 eV
- Highest occupied orbital energy: -0.344 Eh

=====

Formula: C21H59N5O26S5
Source: OMol25
Level of theory: the ωB97M-V functional and the def2-TZVPD basis

XYZ file:
```
116
C21H59N5O26S5, DFT the ωB97M-V functional and the def2-TZVPD basis
C 17.59332 -17.59285 -10.93560
O 16.40109 -18.10689 -11.47491
H 17.41544 -17.33224 -9.89372
H 18.41521 -18.31575 -10.99109
H 17.92185 -16.66222 -11.42994
H 16.52082 -18.22387 -12.42514
O 19.76130 -13.87601 -17.01600
S 20.66780 -14.72849 -16.33078
O 20.22649 -15.60496 -15.30454
O 21.34570 -15.68415 -17.37665
C 21.69488 -15.26094 -18.71884
C 20.52548 -15.45517 -19.66059
C 22.07141 -13.74753 -15.87118
H 22.51007 -15.90609 -19.03473
H 22.01994 -14.22096 -18.67633
H 20.14172 -16.47288 -19.60550
H 20.81974 -15.20781 -20.68264
H 19.70054 -14.77848 -19.42890
H 22.20443 -13.06818 -16.70763
H 22.92745 -14.40052 -15.74196
H 21.78078 -13.20509 -14.97430
O 16.45098 -15.84594 -15.07602
S 16.53394 -17.23850 -15.36074
O 16.31310 -18.18018 -14.29937
O 15.54635 -17.60221 -16.53254
C 14.14034 -17.32246 -16.27631
C 13.61807 -16.42779 -17.37427
C 18.05247 -17.60028 -16.16003
H 13.97740 -16.89962 -15.28671
H 13.65066 -18.29508 -16.31869
H 13.97590 -16.77085 -18.34552
H 14.00855 -15.41291 -17.26898
H 12.53026 -16.39686 -17.36957
H 18.76862 -17.68448 -15.34322
H 18.27627 -16.70257 -16.72753
H 17.97682 -18.51669 -16.72898
O 20.32120 -24.20109 -9.54165
S 20.54910 -23.07988 -10.37806
O 21.85091 -22.86756 -10.92929
O 19.51315 -23.18086 -11.55866
C 19.46918 -22.07666 -12.50692
C 18.13879 -21.36246 -12.41503
C 20.03990 -21.63664 -9.53119
H 19.56473 -22.55845 -13.48182
H 20.33337 -21.42020 -12.40980
H 18.09794 -20.66847 -11.57378
H 17.32983 -22.08514 -12.34580
H 18.00425 -20.73755 -13.29994
H 20.00611 -20.74111 -10.14513
H 20.77010 -21.46613 -8.73814
H 19.06714 -21.80320 -9.07590
O 19.84341 -18.92925 -18.21998
S 21.12590 -19.40501 -17.84651
O 21.40416 -20.80375 -17.79967
O 22.16783 -18.72001 -18.83171
C 23.47327 -19.34605 -18.92191
C 24.17839 -18.67476 -20.04813
C 21.57815 -18.72970 -16.28127
H 23.35938 -20.40819 -19.11848
H 24.01334 -19.20461 -17.98240
H 25.18094 -19.04549 -20.25521
H 24.22656 -17.58817 -19.93807
H 23.62177 -18.81064 -20.98326
H 22.66251 -18.75478 -16.19273
H 21.13467 -19.40271 -15.55303
H 21.29284 -17.69126 -16.17534
O 25.26964 -18.89326 -15.37402
S 24.82765 -18.66341 -14.04260
O 23.42379 -18.58903 -13.77067
O 25.48471 -19.78312 -13.17795
C 25.13101 -19.88055 -11.77355
C 23.89253 -20.68860 -11.54470
C 25.57733 -17.15645 -13.44578
H 24.99929 -18.88541 -11.33058
H 26.01065 -20.32305 -11.30865
H 23.02098 -20.14699 -11.91802
H 23.72085 -20.90011 -10.49151
H 23.86371 -21.62191 -12.10559
H 26.13934 -17.33355 -12.53647
H 24.72772 -16.53906 -13.15935
H 26.08771 -16.66212 -14.26318
C 24.98875 -16.20236 -8.83145
N 23.93660 -15.73632 -9.78541
O 23.05510 -15.04867 -9.30931
O 24.02721 -16.04887 -10.95553
H 24.46672 -16.65432 -7.99504
H 25.49786 -15.29794 -8.50983
H 25.66224 -16.88466 -9.33263
C 21.03824 -17.39990 -8.27432
N 20.27113 -18.57406 -7.79421
O 19.30736 -18.92695 -8.44229
O 20.63688 -19.07942 -6.75735
H 21.04918 -16.66758 -7.47328
H 20.58316 -16.97487 -9.15813
H 22.05399 -17.74379 -8.44970
C 20.93261 -16.73305 -12.46260
N 20.67136 -18.17963 -12.39757
O 21.09836 -18.78566 -11.42362
O 20.09019 -18.69290 -13.33266
H 21.31137 -16.35377 -11.52567
H 20.05676 -16.18951 -12.80113
H 21.65776 -16.56827 -13.25984
C 20.72698 -12.57936 -9.31905
N 20.22842 -13.97463 -9.34539
O 20.17410 -14.52885 -10.42947
O 19.91889 -14.49016 -8.29136
H 21.46869 -12.48579 -10.10510
H 21.19287 -12.42874 -8.35150
H 19.90088 -11.90229 -9.50237
C 18.08806 -13.76510 -13.33568
N 19.15500 -12.90561 -12.74767
O 20.29422 -13.10942 -13.12474
O 18.85702 -12.15670 -11.83877
H 18.10010 -13.61495 -14.41122
H 17.14316 -13.56018 -12.85337
H 18.38349 -14.79384 -13.14872
```

- Structure (SMILES): CCOS(C)(=O)=O.CCOS(C)(=O)=O.CCOS(C)(=O)=O.CCOS(C)(=O)=O.CCOS(C)(=O)=O.C[N+](=O)[O-].C[N+](=O)[O-].C[N+](=O)[O-].C[N+](=O)[O-].C[N+](=O)[O-].CO
- Orbital gap: 8.672 eV
- Highest occupied orbital energy: -0.351 Eh

=====

Number 1: E -2385.9883 Ha. Number 2: E -4196.2210 Ha. Number 3: E -1436.7682 Ha. Number 4: E -5055.9800 Ha.